(1)
One molecule with the formula C8H9ClF3NO2, computed with ωB97M-V/def2-TZVPD.

Geometry as XYZ:
```
24
Properties=species:S:1:pos:R:3:forces:R:3:mulliken_charge:R:1
C 0.5919 -1.8826 0.0370 0.837 0.585 -0.348 -0.466
C -0.6779 -1.6258 0.0649 0.037 -0.194 0.544 -0.158
C -0.4019 0.7779 0.7539 0.087 0.387 -1.073 0.673
C -1.2828 -0.2568 0.1507 -1.309 0.724 1.107 0.123
C 1.6214 0.4386 -0.3585 -0.802 -3.302 -2.527 -0.065
C -0.9710 1.5576 1.8522 1.007 -1.145 1.407 -1.620
C -1.9573 0.0914 -1.2173 -0.091 -1.118 1.487 -0.802
C 3.0478 0.1281 0.1192 0.086 -1.454 -1.708 0.750
N 0.8433 0.9080 0.5596 -0.239 1.521 0.716 -0.234
O 1.4041 0.5658 -1.6940 3.075 0.326 2.500 -0.523
O -1.0650 0.0513 -2.2972 -0.731 3.937 0.461 -0.574
F 3.7972 -0.5305 -0.7811 -0.620 -0.331 -0.537 -0.264
F 3.6627 1.2303 0.3329 1.244 3.350 0.390 -0.264
F 3.1142 -0.5434 1.2302 -0.760 -1.021 1.322 -0.250
Cl -2.0752 -2.8150 0.2287 0.346 -0.111 -0.087 -0.264
H 1.0516 -2.8631 0.1276 -0.142 0.085 -0.224 0.403
H -2.0499 -0.2478 1.0005 0.218 -0.578 -1.699 0.477
H -0.7379 0.8202 2.6461 -0.950 -0.047 0.247 0.404
H -1.9902 1.8560 1.8649 -0.805 -0.056 -0.246 0.393
H -0.3118 2.3002 2.2029 0.659 1.479 -0.209 0.456
H -2.4001 1.0275 -1.2679 -0.896 1.853 0.366 0.454
H -2.7404 -0.6749 -1.2738 0.115 0.162 -0.482 0.403
H 0.4751 0.5132 -1.9050 -1.692 0.020 -0.218 0.574
H -0.9479 -0.8263 -2.3764 1.325 -5.071 -1.190 0.375
```
Positions in Å, forces in eV/Å.

Its orbital gap (alpha / beta) is 7.15 / 7.15 eV. As for the energy: -34697.4936 eV. As for the charge: 0.

=====

(2)
One molecule with the formula C8H9ClFN3, computed with ωB97M-V/def2-TZVPD.

Geometry as XYZ:
```
22
Properties=species:S:1:pos:R:3:forces:R:3:mulliken_charge:R:1
C -1.8876 -1.7095 -0.8452 -0.123 -0.970 2.901 0.481
C -0.4042 -0.7545 1.2341 -0.199 1.290 -1.813 -1.850
C 0.4606 0.3192 0.5924 2.196 -0.042 1.083 0.555
C 0.1249 1.6045 0.3186 -0.972 1.815 -0.277 0.968
C 0.9779 2.6889 0.0768 0.006 -1.511 -0.398 -0.731
C 2.3076 2.3402 -0.1115 1.278 -0.448 -2.098 -0.229
C 2.7892 0.9549 -0.2829 -1.508 1.176 4.043 -0.827
C 1.8399 0.0904 0.4268 1.418 -0.365 -2.675 0.561
H -2.8048 0.0421 -0.0453 -0.615 -2.816 -1.443 0.226
H -3.7557 -1.1716 -1.0371 -0.534 0.614 -0.182 0.281
H -1.2972 -3.3503 -1.7032 -0.037 0.474 -0.050 0.218
H -0.0386 -2.1921 -0.4192 -2.037 1.845 3.107 0.208
H 0.2038 -1.1890 2.0099 0.103 -0.827 -0.077 0.449
H -1.1918 -0.2825 1.7924 -0.875 0.100 -0.185 0.467
H 0.6101 3.6986 -0.1757 0.160 -0.759 0.580 0.361
H 2.8903 3.2331 -0.3975 0.367 -0.931 0.119 0.311
H 3.8952 0.6525 -0.3840 -2.106 0.618 -0.024 0.314
N -2.9671 -0.9591 -0.4612 0.741 2.674 0.633 -0.384
N -2.0034 -2.6121 -1.7723 0.590 1.249 1.078 -0.758
N -0.8614 -1.6951 0.2229 2.272 -3.495 -4.594 -0.086
F -1.1907 1.8720 0.2661 -0.856 0.204 0.277 -0.328
Cl 2.3029 -1.5808 0.6950 0.729 0.107 -0.006 -0.206
```
Positions in Å, forces in eV/Å.

Its orbital gap is 9.17 eV. Its energy above the lowest of the compared OMol25 structures with the same formula, charge and spin is 235.8 kJ/mol. As for the energy: -28150.0898 eV. As for the charge: 0. As for the SMILES: [H]/N=C(/N)NCc1c(F)cccc1Cl.

=====

(3)
C8H9ClMnN5O4 as an isolated structure, computed with ωB97M-V/def2-TZVPD.

Geometry as XYZ:
```
28
Properties=species:S:1:pos:R:3:forces:R:3:mulliken_charge:R:1
Mn -0.5650 0.2027 0.6641 -0.216 -0.122 -0.078 1.583
N -1.7020 0.7901 2.2854 0.069 0.026 0.006 -0.499
N -3.0052 0.2938 2.1734 0.006 -0.036 -0.065 -0.228
C -3.3240 -0.4543 1.0916 -0.018 0.096 0.169 0.806
N -4.5501 -0.9040 1.0157 0.072 -0.028 -0.089 -0.256
N -2.2905 -0.6371 0.2104 0.186 0.034 -0.055 -0.231
N -2.5561 -1.4360 -0.9849 -0.020 -0.065 -0.054 1.075
O -3.6624 -1.8930 -1.1398 0.007 0.027 0.027 -0.697
O -1.6214 -1.5572 -1.7048 -0.017 0.003 0.015 -0.534
H -1.2680 0.4501 3.1476 0.002 0.019 -0.001 0.363
H -1.7171 1.8119 2.3393 0.010 -0.005 0.013 0.364
H -3.6755 0.5037 2.8989 0.003 0.003 0.003 0.179
H -5.2269 -0.6992 1.7360 -0.012 -0.007 -0.005 0.181
H -4.8157 -1.4668 0.2163 -0.025 0.000 0.013 0.236
Cl 5.9474 0.6122 -2.2968 -0.011 -0.002 0.003 -0.116
C 4.3320 0.3701 -1.8038 0.055 0.032 0.024 0.108
C 3.4645 -0.3800 -2.6037 -0.126 -0.061 -0.030 -0.516
C 2.1405 -0.5996 -2.2361 0.258 0.017 -0.125 -0.470
C 1.6780 -0.0612 -1.0515 -0.543 -0.105 0.136 0.535
O 0.3937 -0.2869 -0.7157 0.298 0.076 -0.074 -0.701
C 2.5455 0.6995 -0.2334 0.150 0.106 0.106 0.478
C 2.0833 1.2501 0.9716 -0.171 -0.008 0.092 -0.035
O 0.8980 1.1202 1.4150 0.047 0.069 0.088 -0.702
C 3.8789 0.9141 -0.6152 -0.022 -0.058 -0.092 -0.848
H 3.8430 -0.7950 -3.5291 -0.020 -0.008 -0.002 0.451
H 1.4729 -1.1803 -2.8574 0.003 0.000 -0.002 0.540
H 2.7572 1.8362 1.5984 0.042 -0.006 -0.031 0.478
H 4.5452 1.4960 0.0088 -0.007 0.003 0.008 0.457
```
Positions in Å, forces in eV/Å.

Its orbital gap (alpha / beta) is 5.68 / 5.68 eV. As for the energy: -67903.3453 eV. As for the charge: +2.

=====

(4)
A 2-piece molecular cluster, C8H9ClN2O overall, computed with ωB97M-V/def2-TZVPD.

Geometry as XYZ:
```
21
Properties=species:S:1:pos:R:3:forces:R:3:mulliken_charge:R:1
C -0.6103 1.8319 -0.2804 -1.769 3.455 -0.206 -0.309
C -0.8290 1.9349 1.0901 2.337 -3.146 0.158 -0.490
C -0.6218 0.6144 -0.8959 -0.125 -3.771 0.222 0.934
C -0.5503 -0.5548 -0.0847 -0.493 2.212 1.431 -0.619
C -0.5583 -0.3523 1.3537 0.938 -2.021 -2.096 0.778
C -0.6810 0.4097 -2.3752 -0.044 -0.156 -0.523 -1.330
C -0.4258 -1.6590 2.1574 -1.624 -0.039 1.304 -1.146
C 2.6992 -0.1212 -0.7341 -0.466 -1.812 1.151 0.161
N -0.6332 0.8221 1.9324 -1.274 1.953 -0.985 -0.661
N 2.4456 -1.1757 -0.2679 0.858 1.412 -2.086 0.491
O 2.3111 -2.3607 -0.2275 -0.409 -0.948 0.894 -0.595
Cl 2.7950 1.4805 -0.6842 0.134 1.330 0.043 -0.059
H -0.6959 2.8045 -0.9384 0.234 -1.992 1.381 0.220
H -0.9020 2.8717 1.5688 -0.249 0.843 0.541 0.424
H -0.9412 1.3225 -2.9110 -0.898 -0.134 0.049 0.396
H 0.3429 0.3621 -2.6798 0.956 -0.757 -0.452 0.288
H -1.2321 -0.5321 -2.7172 0.708 1.560 0.543 0.291
H 0.2320 -2.4439 1.7714 0.432 0.713 -0.195 0.311
H -0.1993 -1.4491 3.2423 -0.208 -0.240 -1.180 0.327
H -1.4268 -2.2164 2.1173 1.009 1.011 0.260 0.277
H -0.5187 -1.5890 -0.4369 -0.048 0.527 -0.254 0.311
```
Positions in Å, forces in eV/Å.

Its orbital gap is 9.19 eV. Its energy above the lowest of the compared OMol25 structures with the same formula, charge and spin is 460.6 kJ/mol. As for the energy: -25987.6892 eV. As for the charge: 0. As for the SMILES: Cc1ccnc(C)c1.[O-][N+]#CCl.

=====

(5)
C8H9F15FeN3O21S5 as an isolated structure, computed with ωB97M-V/def2-TZVPD.

Geometry as XYZ:
```
62
Properties=species:S:1:pos:R:3:forces:R:3:mulliken_charge:R:1
Fe -0.1354 -0.2766 0.1552 1.318 -0.442 2.097 2.591
C -3.2218 1.3542 2.9949 0.574 -0.810 -0.607 0.538
F -3.5783 2.4219 3.7009 -0.354 0.128 -0.106 -0.221
F -3.7769 0.2715 3.5461 0.066 0.168 0.094 -0.244
F -3.6976 1.4309 1.7377 -0.136 0.571 0.483 -0.176
S -1.3623 1.2474 2.9593 2.225 0.510 1.662 0.910
O -0.9064 2.6243 3.0217 -0.889 -0.234 -0.838 -0.698
O -0.9770 0.5013 4.1254 -0.927 -0.252 -0.681 -0.617
O -1.0583 0.5912 1.6695 -1.050 0.205 0.171 -0.951
C 4.2072 0.1504 1.3757 -1.521 0.434 0.142 0.537
F 4.2550 -1.1592 1.4750 0.158 -0.131 0.391 -0.162
F 5.1991 0.7075 2.0786 0.405 -0.101 0.044 -0.246
F 4.3613 0.4695 0.0923 0.211 0.221 -0.229 -0.192
S 2.5906 0.8812 2.0527 -0.509 0.043 0.324 1.128
O 1.5392 0.3346 1.1475 0.548 -0.106 -0.285 -0.522
O 2.5058 0.4012 3.4090 0.227 0.083 -0.833 -0.647
O 2.7248 2.3088 1.8695 0.337 -0.240 -0.079 -0.709
C -0.1514 -4.4132 2.4573 0.422 1.185 -0.493 0.477
F 0.5146 -5.2078 3.2958 -0.079 -0.006 0.609 -0.223
F -0.1114 -5.0255 1.2820 -0.002 0.050 -0.245 -0.202
F -1.4105 -4.2847 2.8512 -0.413 -0.313 0.209 -0.218
S 0.6988 -2.7197 2.4612 2.334 0.857 1.238 1.013
O 0.0343 -1.8328 1.4663 -0.573 -1.031 0.278 -0.456
O 0.6351 -2.2404 3.8286 -1.130 -0.672 -1.058 -0.678
O 2.0436 -3.0783 2.0733 -0.482 -0.323 -0.629 -0.720
C -3.2100 -2.5338 -2.1086 1.443 0.149 0.265 0.582
F -3.5209 -3.4957 -2.9814 -0.378 -0.002 0.180 -0.233
F -3.0913 -1.3861 -2.7941 -0.133 0.095 -0.181 -0.220
F -4.1725 -2.3826 -1.2129 -0.163 -0.272 -0.096 -0.217
S -1.5429 -2.9659 -1.3156 0.380 -1.064 0.118 1.051
O -1.8544 -3.8672 -0.2420 -0.442 0.493 -0.458 -0.661
O -0.7672 -3.5113 -2.4072 -0.431 0.539 0.206 -0.723
O -1.0347 -1.6563 -0.8529 -0.851 -0.102 -0.811 -1.195
C 2.1940 2.4807 -2.3284 -0.691 -0.774 0.241 0.584
F 1.4395 3.5614 -2.1807 -0.150 0.426 0.119 -0.258
F 3.0226 2.7079 -3.3436 0.396 0.028 -0.152 -0.258
F 2.8655 2.2604 -1.2170 0.340 0.172 0.007 -0.120
S 1.1352 1.0067 -2.7346 -1.232 -0.246 -0.837 0.856
O 0.6235 0.4967 -1.4517 0.625 0.379 -0.092 0.381
O 0.0610 1.5419 -3.5425 0.334 0.117 0.197 -0.733
O 2.0145 0.0846 -3.3938 0.409 -0.029 0.159 -0.717
C 2.4349 -2.9113 -2.7930 -0.338 0.420 -0.013 -0.892
N 2.7191 -2.2587 -1.4904 0.280 -0.591 0.025 0.804
O 1.7860 -1.8453 -0.8534 -0.190 0.164 0.165 0.064
O 3.8693 -2.2901 -1.1094 0.227 0.209 -0.061 -0.575
H 2.1096 -3.9147 -2.5296 0.159 -0.087 -0.211 0.307
H 3.3447 -2.8375 -3.3756 0.009 -0.313 -0.019 0.312
H 1.6201 -2.3726 -3.2626 -0.045 -0.034 0.052 0.240
C -3.1847 1.8772 -2.2239 0.188 0.862 -0.275 -0.864
N -2.9875 0.9405 -1.1024 -0.682 -0.456 0.212 0.922
O -1.8377 0.7951 -0.7480 -0.037 0.554 -0.412 -0.230
O -3.9344 0.3797 -0.6035 0.007 0.140 -0.339 -0.524
H -2.3781 1.6935 -2.9315 -0.066 -0.046 -0.034 0.240
H -3.0523 2.8847 -1.8289 0.278 -0.105 0.176 0.277
H -4.1831 1.8383 -2.6446 -0.009 -0.600 0.133 0.352
C -0.0822 4.7449 1.1249 1.056 0.459 -0.423 -0.978
N -0.3745 3.7563 0.0584 -0.795 -0.198 0.244 0.747
O 0.0606 2.6489 0.1969 0.291 -0.007 -0.072 0.073
O -1.0583 4.1179 -0.8928 -0.112 0.262 0.109 -0.607
H 0.6618 4.2880 1.7706 -0.221 -0.021 0.157 0.283
H -0.9680 5.0861 1.6467 -0.208 -0.417 -0.103 0.271
H 0.3507 5.5799 0.5720 -0.013 0.098 0.163 0.348
```
Positions in Å, forces in eV/Å.

Its orbital gap (alpha / beta) is 8.70 / 7.15 eV. Its energy above the lowest of the compared OMol25 structures with the same formula, charge and spin is 0.0 kJ/mol. Its spin multiplicity is 6. As for the energy: -185231.8563 eV. As for the charge: -2. Its expectation value of S² is 8.7557.

=====

Question: Number 5 is which compound?
Answer: C8H9F15FeN3O21S5

=====

Question: The lowest charge belongs to which entry?
Answer: C8H9F15FeN3O21S5

=====

Question: What is the formula in the fourth record?
Answer: C8H9ClN2O